No. 1
11 unconnected molecules or ions with the total composition C47H64F24N4O15S4, computed with ωB97M-V with the def2-TZVPD basis set.

Each line ends with the Löwdin charge.
CARTESIAN COORDINATES (ANGSTROEM)
F1 -6.908 -22.491 12.227  0.11
C1 -6.956 -23.717 12.759  -0.34
F2 -6.556 -23.664 14.026  0.11
C2 -8.372 -24.253 12.557  -0.47
F3 -8.541 -25.422 13.216  0.13
F4 -8.579 -24.409 11.264  0.16
C3 -9.476 -23.316 13.098  -0.05
O1 -10.741 -23.970 13.106  0.02
C4 -11.836 -23.250 12.625  -0.49
F5 -12.016 -22.250 13.532  0.13
F6 -11.526 -22.620 11.479  0.16
C5 -12.961 -24.262 12.454  -0.38
F7 -13.916 -23.785 11.738  0.15
F8 -12.558 -25.427 11.974  0.13
H1 -6.159 -24.334 12.343  0.17
H2 -9.412 -22.334 12.628  0.14
H3 -9.300 -23.100 14.152  0.15
H4 -13.506 -24.560 13.350  0.18
F9 -19.631 -23.780 19.153  0.14
C6 -18.713 -22.926 19.546  -0.41
F10 -18.220 -23.289 20.696  0.16
C7 -17.624 -22.746 18.526  -0.44
F11 -17.004 -23.940 18.316  0.11
F12 -16.688 -21.877 18.945  0.14
C8 -18.084 -22.323 17.107  -0.02
O2 -17.002 -21.554 16.469  0.02
C9 -17.476 -20.589 15.507  -0.44
F13 -16.554 -20.437 14.486  0.10
F14 -18.509 -20.901 14.679  0.13
C10 -17.608 -19.201 16.143  -0.42
F15 -17.913 -18.213 15.400  0.17
F16 -18.585 -19.164 17.009  0.14
H5 -19.217 -21.965 19.645  0.18
H6 -19.035 -21.792 17.154  0.14
H7 -18.289 -23.137 16.412  0.14
H8 -16.646 -18.919 16.573  0.18
F17 -26.037 -28.081 22.593  0.13
C11 -24.956 -28.444 21.957  -0.33
F18 -24.424 -27.551 21.057  0.08
C12 -24.013 -28.980 23.098  -0.50
F19 -24.601 -29.728 23.966  0.19
F20 -23.723 -27.855 23.744  0.12
C13 -22.588 -29.457 22.525  -0.03
O3 -22.824 -30.498 21.529  -0.02
C14 -21.681 -31.382 21.172  -0.45
F21 -22.047 -31.772 19.929  0.15
F22 -20.613 -30.573 21.028  0.15
C15 -21.390 -32.472 22.181  -0.28
F23 -20.565 -33.413 21.646  0.09
F24 -20.910 -31.892 23.306  0.10
H9 -25.221 -29.247 21.269  0.16
H10 -22.056 -29.684 23.448  0.13
H11 -22.122 -28.637 21.978  0.14
H12 -22.240 -33.076 22.501  0.18
C16 -22.804 -17.466 24.979  -0.08
C17 -21.606 -16.602 24.699  -0.31
O4 -20.702 -17.202 23.825  -0.27
S1 -21.150 -17.663 22.246  0.69
C18 -21.765 -16.100 21.635  -0.12
O5 -19.946 -17.998 21.462  -0.30
O6 -22.237 -18.605 22.415  -0.30
H13 -23.403 -16.978 25.747  0.08
H14 -22.467 -18.425 25.375  0.09
H15 -23.423 -17.640 24.099  0.06
H16 -21.820 -15.646 24.221  0.10
H17 -21.054 -16.423 25.622  0.13
H18 -21.069 -15.364 22.038  0.07
H19 -22.794 -16.095 21.994  0.07
H20 -21.685 -16.070 20.548  0.08
C19 -15.848 -23.156 30.690  -0.05
C20 -16.448 -23.079 29.278  -0.35
O7 -16.341 -21.762 28.821  -0.26
S2 -17.481 -21.344 27.592  0.70
C21 -16.747 -22.203 26.254  -0.13
O8 -18.735 -22.002 27.938  -0.30
O9 -17.378 -19.888 27.447  -0.29
H21 -16.431 -22.560 31.392  0.08
H22 -14.823 -22.792 30.619  0.08
H23 -15.905 -24.200 30.999  0.08
H24 -16.039 -23.841 28.615  0.11
H25 -17.455 -23.494 29.223  0.10
H26 -17.196 -23.192 26.165  0.08
H27 -15.677 -22.375 26.373  0.08
H28 -16.741 -21.481 25.437  0.08
C22 -11.856 -23.895 23.044  -0.07
C23 -11.805 -25.445 23.227  -0.27
O10 -13.171 -25.861 23.324  -0.29
S3 -13.578 -27.427 23.653  0.69
C24 -13.614 -28.073 21.881  -0.09
O11 -12.437 -28.046 24.392  -0.32
O12 -14.911 -27.393 24.221  -0.29
H29 -10.819 -23.572 23.140  0.08
H30 -12.449 -23.491 23.864  0.07
H31 -12.348 -23.575 22.125  0.07
H32 -11.126 -25.848 22.476  0.12
H33 -11.322 -25.539 24.200  0.11
H34 -14.502 -27.678 21.387  0.06
H35 -13.788 -29.141 22.009  0.06
H36 -12.664 -27.949 21.361  0.06
C25 -20.399 -21.274 7.705  -0.06
C26 -21.768 -20.512 7.574  -0.29
O13 -22.127 -20.603 6.243  -0.28
S4 -23.661 -21.008 5.825  0.69
C27 -23.542 -20.538 4.055  -0.10
O14 -23.794 -22.484 6.001  -0.31
O15 -24.537 -20.085 6.535  -0.31
H37 -20.319 -22.312 7.383  0.08
H38 -20.151 -21.264 8.766  0.07
H39 -19.606 -20.721 7.200  0.07
H40 -22.390 -21.081 8.264  0.11
H41 -21.761 -19.499 7.976  0.12
H42 -23.414 -19.461 3.951  0.07
H43 -24.383 -20.874 3.449  0.07
H44 -22.620 -21.090 3.870  0.06
C28 -12.876 -14.671 15.855  -0.10
C29 -12.255 -13.511 16.150  -0.09
C30 -10.869 -13.592 16.377  -0.13
N1 -10.119 -14.742 16.261  0.05
C31 -10.784 -15.890 15.871  -0.14
C32 -12.121 -15.831 15.620  -0.09
H45 -13.953 -14.655 15.933  0.11
H46 -12.821 -12.614 16.355  0.10
H47 -10.332 -12.706 16.683  0.09
H48 -10.218 -16.760 15.575  0.10
H49 -12.706 -16.728 15.479  0.10
C33 -13.921 -17.750 6.954  -0.11
C34 -13.230 -17.629 5.780  -0.10
C35 -11.821 -17.658 5.697  -0.10
N2 -11.099 -17.800 6.912  0.05
C36 -11.901 -18.019 8.081  -0.13
C37 -13.262 -17.970 8.134  -0.10
H50 -14.995 -17.655 6.885  0.11
H51 -13.848 -17.538 4.899  0.09
H52 -11.151 -17.699 4.850  0.09
H53 -11.264 -17.981 8.952  0.09
H54 -13.860 -18.032 9.031  0.11
C38 -21.798 -25.459 13.964  -0.10
C39 -22.409 -25.331 15.192  -0.09
C40 -23.344 -24.341 15.421  -0.13
N3 -23.762 -23.460 14.429  0.06
C41 -23.162 -23.719 13.204  -0.14
C42 -22.230 -24.699 12.927  -0.10
H55 -20.992 -26.146 13.752  0.11
H56 -22.152 -25.942 16.044  0.10
H57 -23.800 -24.156 16.383  0.10
H58 -23.561 -23.121 12.398  0.09
H59 -21.873 -24.972 11.945  0.11
C43 -20.478 -10.805 18.951  -0.10
C44 -20.749 -10.425 17.634  -0.06
C45 -20.168 -11.150 16.578  -0.16
N4 -19.368 -12.179 16.750  0.04
C46 -19.143 -12.524 18.028  -0.14
C47 -19.657 -11.869 19.176  -0.07
H60 -20.851 -10.195 19.760  0.10
H61 -21.261 -9.484 17.500  0.10
H62 -20.248 -10.737 15.583  0.10
H63 -18.682 -13.495 17.921  0.10
H64 -19.366 -12.241 20.147  0.10

HOMO energy = -9.680 eV
HOMO-LUMO gap = 9.7929 eV
SMILES = FC(F)C(F)(F)COC(F)(F)C(F)F.FC(F)C(F)(F)COC(F)(F)C(F)F.FC(F)C(F)(F)COC(F)(F)C(F)F.CCOS(C)(=O)=O.CCOS(C)(=O)=O.CCOS(C)(=O)=O.CCOS(C)(=O)=O.c1ccncc1.c1ccncc1.c1ccncc1.c1ccncc1
spin multiplicity = 1
ΔE to the lowest compared entry with this formula, charge and spin = 25.3 kcal/mol

***

No. 2
A molecular structure, C47H67BrFeN9O4P2, computed with ωB97M-V with the def2-TZVPD basis set.

Each line ends with the Löwdin charge.
CARTESIAN COORDINATES (ANGSTROEM)
Fe1 -0.651 -0.054 -0.789  0.28
C1 -0.686 1.989 4.172  -0.10
P1 -0.677 0.570 3.050  1.04
C2 -2.382 -0.003 3.042  -0.31
N1 -2.715 -0.193 4.308  0.13
C3 -3.977 -0.552 4.604  -0.19
C4 -4.410 -0.664 5.935  0.01
C5 -5.707 -1.025 6.196  -0.04
C6 -6.607 -1.294 5.152  -0.03
C7 -6.214 -1.193 3.841  0.01
C8 -4.896 -0.810 3.539  -0.19
N2 -4.504 -0.627 2.264  0.12
C9 -3.296 -0.185 1.991  -0.36
P2 -3.056 0.359 0.242  1.07
C10 -4.105 -0.904 -0.570  -0.23
C11 -4.178 1.908 0.367  -0.67
C12 -3.591 2.792 1.472  -0.08
C13 -5.640 1.577 0.655  -0.08
C14 -4.111 2.662 -0.959  -0.12
C15 0.467 -0.813 3.561  -0.60
C16 1.914 -0.331 3.487  -0.06
C17 0.128 -1.238 4.987  -0.06
C18 0.189 -1.950 2.573  -0.07
H1 -1.232 1.693 5.063  0.07
H2 -1.203 2.811 3.679  0.08
H3 0.322 2.301 4.424  0.07
H4 -3.704 -0.443 6.720  0.12
H5 -6.047 -1.105 7.217  0.12
H6 -7.621 -1.577 5.388  0.12
H7 -6.895 -1.388 3.029  0.12
H8 -5.060 -0.994 -0.062  0.04
H9 -3.566 -1.847 -0.501  0.01
H10 -4.241 -0.654 -1.620  0.05
H11 -3.737 2.351 2.458  0.08
H12 -4.081 3.765 1.470  0.10
H13 -2.522 2.950 1.311  0.06
H14 -5.750 0.881 1.481  0.05
H15 -6.120 1.159 -0.227  0.09
H16 -6.161 2.496 0.917  0.10
H17 -4.888 3.423 -0.988  0.10
H18 -3.156 3.167 -1.066  0.03
H19 -4.267 1.997 -1.805  0.06
H20 2.112 0.411 4.257  0.09
H21 2.134 0.133 2.527  0.06
H22 2.594 -1.166 3.643  0.10
H23 0.365 -0.447 5.695  0.09
H24 0.709 -2.118 5.257  0.11
H25 -0.928 -1.478 5.089  0.07
H26 0.155 -1.577 1.546  0.04
H27 -0.775 -2.407 2.795  0.09
H28 0.956 -2.718 2.654  0.10
Br1 -1.665 2.394 -3.295  0.91
C19 -0.732 3.191 -1.832  -0.68
C20 -0.416 4.532 -1.900  -0.03
C21 0.358 5.068 -0.856  0.01
C22 0.722 4.260 0.187  0.05
C23 0.266 2.917 0.216  -0.18
N3 -0.435 2.379 -0.832  0.08
C24 0.499 2.152 1.381  -0.37
O1 1.257 2.360 2.312  0.10
O2 -0.364 0.975 1.523  -0.23
H29 -0.741 5.143 -2.723  0.12
H30 0.647 6.106 -0.881  0.13
H31 1.318 4.618 1.012  0.13
C25 7.054 5.477 -0.792  -0.05
C26 6.008 4.721 -1.535  -0.28
C27 5.774 4.945 -2.890  -0.02
C28 4.826 4.229 -3.591  0.00
C29 4.081 3.245 -2.941  -0.22
N4 3.157 2.422 -3.602  0.15
C30 2.644 2.634 -4.852  -0.51
O3 2.808 3.623 -5.516  0.10
N5 1.913 1.570 -5.390  0.15
C31 1.117 0.575 -4.869  -0.23
C32 0.533 -0.341 -5.757  0.01
C33 -0.310 -1.315 -5.272  -0.04
C34 -0.594 -1.348 -3.913  -0.14
N6 -0.071 -0.473 -3.065  0.00
C35 0.776 0.445 -3.521  -0.19
C36 4.284 3.034 -1.575  -0.06
C37 5.232 3.758 -0.886  -0.05
H32 7.429 6.310 -1.378  0.08
H33 7.895 4.823 -0.558  0.09
H34 6.660 5.850 0.151  0.08
H35 6.357 5.687 -3.410  0.12
H36 4.663 4.420 -4.637  0.11
H37 3.013 1.513 -3.185  0.10
H38 1.790 1.709 -6.386  0.16
H39 0.726 -0.267 -6.817  0.13
H40 -0.764 -2.026 -5.941  0.11
H41 -1.275 -2.076 -3.497  0.10
H42 1.128 1.145 -2.778  0.08
H43 3.679 2.305 -1.052  0.08
H44 5.378 3.575 0.168  0.11
O4 -0.823 -2.305 -0.501  -0.05
C38 -0.820 -3.523 -0.737  -0.47
C39 -2.037 -4.284 -1.186  -0.09
C40 -2.598 -5.140 -0.033  -0.16
C41 -1.523 -5.695 0.903  -0.20
C42 -0.421 -6.495 0.208  -0.15
C43 0.378 -5.674 -0.822  -0.16
N7 0.295 -4.245 -0.595  0.09
H45 -1.769 -4.925 -2.026  0.12
H46 -2.798 -3.582 -1.528  0.11
H47 -3.182 -5.958 -0.452  0.12
H48 -3.276 -4.529 0.565  0.11
H49 -2.004 -6.342 1.639  0.12
H50 -1.071 -4.867 1.456  0.10
H51 -0.851 -7.362 -0.293  0.12
H52 0.255 -6.863 0.980  0.11
H53 0.016 -5.884 -1.831  0.12
H54 1.429 -5.957 -0.788  0.12
H55 1.107 -3.778 -0.214  0.13
C44 3.663 -2.959 -2.354  -0.03
C45 3.659 -1.714 -1.468  -0.61
C46 4.585 -0.665 -2.091  -0.03
C47 4.115 -2.070 -0.045  -0.04
N8 2.276 -1.192 -1.520  -0.06
N9 1.851 -0.301 -0.489  0.04
H56 4.680 -3.295 -2.531  0.10
H57 3.211 -2.722 -3.313  0.09
H58 3.108 -3.777 -1.901  0.07
H59 5.606 -1.034 -2.121  0.10
H60 4.583 0.265 -1.528  0.06
H61 4.262 -0.470 -3.112  0.08
H62 5.057 -2.607 -0.087  0.09
H63 3.390 -2.711 0.457  0.07
H64 4.278 -1.180 0.560  0.08
H65 1.613 -1.960 -1.550  0.08
H66 2.376 0.566 -0.592  0.07
H67 2.066 -0.671 0.444  0.06

HOMO energy (alpha / beta) = -11.530 / -11.001 eV
HOMO-LUMO gap (alpha / beta) = 5.3988 / 4.8638 eV
spin multiplicity = 2
total charge = +2

***

- What is the spin multiplicity in the first record?
  1